Molecular formula: C24H19F3IrN6O4S
Method: DFT, ωB97M-V/def2-TZVPD

## Properties
Largest force on an atom   4.69 eV/A
Electronic energy   -2357.4789 hartree
Expectation value of S²   0.79
Orbital gap (spin up / spin down)   0.191 / 0.193 Eh

ORCA input file:
```
! wB97M-V def2-TZVPD RIJCOSX def2/J DEFGRID3
* xyz 0 2
Ir -0.934 0.123 0.297
O -2.435 1.514 -0.545
C -2.351 2.333 -1.498
C -3.054 3.577 -1.428
C -3.085 4.442 -2.481
C -2.448 4.117 -3.692
C -1.740 2.950 -3.801
C -1.622 2.058 -2.718
C -0.833 0.898 -2.880
N -0.485 0.035 -1.967
N 0.278 -0.966 -2.364
C 0.566 -1.913 -1.475
O 0.114 -1.954 -0.307
C 1.499 -2.934 -1.987
C 1.773 -3.007 -3.351
C 2.637 -3.973 -3.826
C 3.239 -4.863 -2.948
C 2.984 -4.778 -1.589
C 2.114 -3.819 -1.107
H -3.558 3.794 -0.499
H -3.602 5.385 -2.391
H -2.505 4.793 -4.530
H -1.247 2.699 -4.730
H -0.463 0.691 -3.886
H 1.300 -2.310 -4.023
H 2.844 -4.038 -4.884
H 3.905 -5.628 -3.325
H 3.460 -5.466 -0.905
H 1.900 -3.743 -0.051
C 0.664 -1.272 4.377
C 0.503 -0.888 2.938
N -0.676 -0.757 2.418
N -1.773 -0.918 3.122
C -2.927 -0.859 2.505
N -4.052 -0.737 3.219
S -3.094 -1.172 0.806
C 1.626 -0.574 2.076
C 2.943 -0.959 2.365
C 3.960 -0.609 1.502
C 3.654 0.130 0.368
C 2.329 0.464 0.139
N 1.352 0.115 0.955
H -0.050 -2.057 4.622
H 0.427 -0.402 4.991
H 1.671 -1.597 4.617
H -3.982 -0.349 4.147
H -4.899 -0.552 2.707
H 3.160 -1.548 3.242
H 4.977 -0.917 1.700
H 4.425 0.441 -0.317
H 2.044 1.035 -0.734
F -1.412 4.892 1.669
C -1.479 3.992 2.664
F -2.510 4.352 3.441
F -0.363 4.147 3.400
C -1.594 2.512 2.113
O -2.529 1.836 2.491
O -0.650 2.235 1.347
*
```

Molecular formula: C24H19FeNO5S
Method: DFT, ωB97M-V/def2-TZVPD

## Properties
Largest force on an atom   3.62 eV/A
Electronic energy   -3018.6240 hartree
Expectation value of S²   6.10
Orbital gap (spin up / spin down)   0.093 / 0.221 Eh

ORCA input file:
```
! wB97M-V def2-TZVPD RIJCOSX def2/J DEFGRID3
* xyz -2 5
O -4.441 1.579 0.456
C -3.330 1.324 0.696
Fe -2.041 0.269 1.257
C -2.845 -1.314 1.052
O -3.180 -2.433 1.090
C -2.459 -0.071 2.926
O -2.676 -0.545 3.976
C -0.052 0.426 1.871
C 0.741 -0.046 3.085
C 1.835 -1.121 2.984
C 1.402 -2.553 2.591
C 0.592 -2.535 1.292
C 0.343 -1.557 0.372
C 0.012 -0.178 0.589
H -0.148 1.533 1.880
H 1.265 0.868 3.437
H 0.041 -0.305 3.893
H 2.647 -0.849 2.292
H 2.313 -1.199 3.970
H 2.319 -3.134 2.386
H 0.318 -3.545 0.947
H 0.206 -1.886 -0.673
H 0.075 0.474 -0.298
C -0.297 -2.491 9.108
C -0.529 -1.721 7.960
C 0.026 -2.101 6.728
C 0.784 -3.271 6.652
S 1.661 -3.811 5.160
C 0.628 -3.261 3.671
C -0.066 -4.494 3.161
C -1.463 -4.557 3.106
C -2.075 -5.519 2.306
C -1.294 -6.462 1.639
C -1.900 -7.435 0.784
N -2.372 -8.216 0.049
C 0.101 -6.460 1.775
C 0.716 -5.478 2.545
O 2.891 -3.052 5.066
O 1.693 -5.246 5.297
C 1.009 -4.051 7.787
C 0.468 -3.661 9.014
H -0.709 -2.180 10.072
H -1.142 -0.818 8.018
H -0.136 -1.484 5.845
H -0.109 -2.596 4.138
H -2.052 -3.822 3.657
H -3.164 -5.520 2.198
H 0.714 -7.212 1.274
H 1.805 -5.448 2.626
H 1.604 -4.957 7.700
H 0.653 -4.283 9.893
*
```

Molecular formula: C24H19IrN14O9SSe
Method: DFT, ωB97M-V/def2-TZVPD

## Properties
Largest force on an atom   4.07 eV/A
Electronic energy   -5273.1503 hartree
Expectation value of S²   0.76
Orbital gap (spin up / spin down)   0.256 / 0.255 Eh

ORCA input file:
```
! wB97M-V def2-TZVPD RIJCOSX def2/J DEFGRID3
* xyz 1 2
Ir 0.359 0.087 0.171
N -0.318 -0.533 4.243
C -0.655 -0.887 3.001
N 0.096 -0.180 2.180
C 0.878 0.585 2.983
N 0.657 0.404 4.256
C 1.837 1.458 2.305
C 2.733 2.305 2.926
N 3.535 3.101 2.223
C 3.464 3.027 0.900
C 2.601 2.150 0.250
N 1.786 1.378 0.962
H -0.682 -0.883 5.116
H -1.388 -1.625 2.717
H 2.800 2.337 4.007
H 4.120 3.674 0.332
H 2.560 2.064 -0.828
N 2.404 -0.967 -0.332
N 2.720 -0.564 -1.628
C 1.795 0.113 -2.403
O 2.047 0.411 -3.544
O 0.682 0.395 -1.775
H 3.185 -0.770 0.285
H 2.152 -1.958 -0.266
H 3.551 -0.915 -2.076
O -1.799 -6.312 -4.162
N -2.272 -5.200 -4.059
O -3.208 -4.768 -4.699
C -1.664 -4.298 -3.067
C -0.691 -4.789 -2.219
C -0.122 -3.944 -1.299
C -0.538 -2.594 -1.129
O -0.108 -1.899 -0.107
C -1.490 -2.142 -2.072
C -2.053 -2.982 -3.008
N -1.860 -0.746 -1.997
O -2.424 -0.147 0.530
O -2.686 -0.440 -2.818
N 0.938 -4.519 -0.450
O 1.811 -3.775 -0.019
O 0.909 -5.706 -0.243
H -0.372 -5.819 -2.289
H -2.791 -2.590 -3.697
C -6.424 -2.521 -1.438
C -6.313 -1.245 -0.664
C -7.421 -0.470 -0.333
C -7.209 0.708 0.359
N -5.985 1.112 0.702
C -5.014 0.285 0.344
S -3.431 0.922 0.846
N -5.085 -0.859 -0.299
H -7.461 -2.818 -1.576
H -5.879 -3.315 -0.929
H -5.962 -2.389 -2.418
H -8.419 -0.784 -0.608
H -8.030 1.352 0.651
Se -0.579 3.366 1.524
N -0.652 2.240 0.108
C -0.785 2.987 -0.978
C -1.000 2.519 -2.319
C -1.099 3.430 -3.307
C -1.003 4.854 -3.073
C -0.859 5.351 -1.833
C -0.764 4.428 -0.732
N -0.657 4.809 0.517
H -1.077 1.464 -2.516
H -1.268 3.083 -4.318
H -1.063 5.527 -3.918
H -0.826 6.412 -1.628
*
```

Molecular formula: C24H19N5OV
Method: DFT, ωB97M-V/def2-TZVPD

## Properties
Largest force on an atom   2.21 eV/A
Electronic energy   -2218.6788 hartree
Expectation value of S²   2.05
Orbital gap (spin up / spin down)   0.234 / 0.232 Eh

ORCA input file:
```
! wB97M-V def2-TZVPD RIJCOSX def2/J DEFGRID3
* xyz 1 3
V 0.139 -0.018 -0.317
O -2.858 2.356 -0.697
C -1.702 2.036 -0.517
N -1.291 0.970 0.228
C -2.372 0.112 0.662
C -2.492 -0.943 -0.400
C -3.618 -1.730 -0.595
C -3.601 -2.676 -1.607
C -2.473 -2.767 -2.413
C -1.390 -1.942 -2.155
N -1.389 -1.066 -1.152
C -0.499 2.747 -1.055
C -0.346 4.186 -0.984
C 0.830 4.780 -1.234
C 2.079 3.991 -1.434
C 1.740 2.472 -1.454
N 0.418 1.955 -1.486
H -3.308 0.676 0.772
H -2.111 -0.338 1.628
H -4.479 -1.600 0.042
H -4.447 -3.327 -1.765
H -2.440 -3.472 -3.228
H -0.492 -1.984 -2.769
H -1.240 4.757 -0.794
H 0.896 5.856 -1.298
H 2.672 4.382 -2.264
H 2.405 1.904 -2.110
C 4.367 3.534 -0.244
C 4.948 2.357 0.046
C 4.223 1.140 0.308
C 2.865 1.141 0.302
C 2.152 2.412 0.036
C 2.894 3.744 -0.127
N 2.018 0.055 0.292
N 2.572 -1.098 0.280
C 1.701 -2.139 0.396
C 2.200 -3.450 0.402
C 1.339 -4.496 0.648
C 0.001 -4.227 0.916
C -0.487 -2.921 0.899
C 0.328 -1.837 0.602
H 4.972 4.395 -0.485
H 6.025 2.284 0.044
H 4.777 0.226 0.466
H 1.274 2.516 0.687
H 2.700 4.472 0.665
H 3.249 -3.606 0.203
H 1.698 -5.515 0.637
H -0.678 -5.044 1.117
H -1.541 -2.776 1.114
*
```

Molecular formula: C24H20AsBrN4O4S10SbW
Method: DFT, ωB97M-V/def2-TZVPD

## Properties
Largest force on an atom   0.35 eV/A
Electronic energy   -10545.8653 hartree
Orbital gap   0.221 Eh

ORCA input file:
```
! wB97M-V def2-TZVPD RIJCOSX def2/J DEFGRID3
* xyz -1 1
W -0.905 -2.519 0.423
S -2.110 -4.119 1.996
As -0.021 -4.610 2.342
S 0.537 -2.402 2.296
S 0.582 -4.746 0.266
S 0.666 -5.783 3.873
C 4.506 1.326 -0.966
O 3.232 1.726 -0.497
C 2.852 1.264 0.717
C 3.660 0.533 1.566
C 3.163 0.116 2.800
Br 4.299 -0.861 3.961
C 1.873 0.377 3.176
C 1.033 1.077 2.298
C 1.523 1.570 1.087
O 0.801 2.301 0.234
C -0.393 1.219 2.582
N -1.189 2.088 2.003
C -2.460 1.799 2.474
C -3.688 2.381 2.169
C -4.820 1.831 2.738
C -4.744 0.727 3.601
C -3.531 0.152 3.932
C -2.398 0.715 3.358
N -1.060 0.385 3.438
H 5.303 1.726 -0.332
H 4.597 1.738 -1.967
H 4.584 0.236 -1.013
H 4.672 0.283 1.289
H 1.503 0.037 4.133
H -0.097 2.424 0.622
H -3.742 3.222 1.490
H -5.791 2.248 2.505
H -5.656 0.310 4.007
H -3.471 -0.711 4.582
H -0.697 -0.505 3.746
O 2.200 0.471 -3.788
C 2.772 -0.543 -3.123
C 4.022 -0.979 -3.563
C 4.680 -2.000 -2.906
C 4.111 -2.608 -1.791
C 2.866 -2.194 -1.357
C 2.176 -1.172 -2.013
C 0.854 -0.756 -1.525
O 0.359 -1.439 -0.493
N 0.230 0.222 -2.072
N -0.940 0.579 -1.432
C -1.671 1.369 -2.108
S -3.108 2.039 -1.359
C -3.841 2.562 -2.925
C -2.719 3.086 -3.803
S -1.363 1.883 -3.762
H 1.345 0.680 -3.338
H 4.454 -0.489 -4.426
H 5.650 -2.323 -3.263
H 4.625 -3.405 -1.271
H 2.410 -2.666 -0.496
H -4.573 3.340 -2.707
H -4.340 1.707 -3.382
H -2.359 4.050 -3.445
H -3.038 3.184 -4.840
S -5.409 -3.617 -0.396
Sb -3.781 -2.493 -1.396
S -1.696 -3.714 -1.419
S -2.644 -1.195 0.621
S -3.884 -1.132 -3.155
*
```

Molecular formula: C24H20B2InN6O18
Method: DFT, ωB97M-V/def2-TZVPD

## Properties
Largest force on an atom   5.45 eV/A
Electronic energy   -2848.9574 hartree
Orbital gap   0.054 Eh

ORCA input file:
```
! wB97M-V def2-TZVPD RIJCOSX def2/J DEFGRID3
* xyz 1 1
In -6.597 5.989 -6.535
O -10.068 12.665 -1.446
C -9.418 11.625 -1.325
O -8.390 11.140 -2.055
B -8.039 9.781 -1.673
O -8.927 9.449 -0.511
C -9.711 10.481 -0.289
O -10.675 10.497 0.479
O -6.606 9.742 -1.280
C -5.885 8.802 -1.977
O -4.662 8.626 -1.827
C -6.904 8.236 -3.051
O -8.097 8.772 -2.720
O -6.609 7.441 -3.940
O -12.047 12.168 -3.603
C -11.970 10.983 -3.911
O -10.898 10.196 -3.833
B -11.349 8.779 -4.237
O -12.701 9.021 -4.877
C -13.129 10.230 -4.651
O -14.270 10.676 -4.884
O -10.478 8.116 -5.249
C -10.159 7.012 -4.794
O -9.408 6.259 -5.350
C -10.822 6.733 -3.434
O -11.545 7.849 -3.152
O -10.788 5.661 -2.810
C -12.681 10.537 2.626
C -11.793 9.447 3.074
N -11.092 8.610 3.389
H -13.529 10.755 3.275
H -13.024 10.233 1.638
H -12.080 11.446 2.658
C -4.094 10.771 -4.665
C -4.298 9.394 -5.137
N -4.463 8.297 -5.524
H -3.097 11.161 -4.864
H -4.421 11.018 -3.655
H -4.751 11.458 -5.198
C -4.815 12.529 -1.218
C -5.751 13.362 -0.416
N -6.453 14.025 0.165
H -4.122 11.989 -0.573
H -4.164 13.206 -1.770
H -5.375 11.900 -1.909
C -13.719 9.427 -1.161
C -13.525 10.897 -1.102
N -13.423 12.007 -1.044
H -12.749 8.954 -1.011
H -14.236 9.210 -2.096
H -14.335 9.166 -0.301
C -10.907 6.808 0.197
C -9.510 6.449 -0.055
N -8.360 6.192 -0.202
H -11.202 7.747 -0.273
H -11.184 6.798 1.251
H -11.403 5.987 -0.321
C -3.848 5.757 -0.052
C -4.961 5.323 -0.821
C -5.325 3.973 -0.820
C -4.653 3.017 -0.035
C -3.609 3.497 0.826
C -3.183 4.848 0.804
N -5.041 1.591 -0.087
O -4.773 0.862 0.848
O -5.711 1.305 -1.059
H -3.540 6.792 -0.011
H -5.407 6.060 -1.472
H -6.166 3.594 -1.382
H -3.151 2.745 1.451
H -2.518 5.306 1.521
*
```

Molecular formula: C24H20BiI2N3O2S
Method: DFT, ωB97M-V/def2-TZVPD

## Properties
Largest force on an atom   0.69 eV/A
Electronic energy   -2449.0048 hartree
Orbital gap   0.270 Eh

ORCA input file:
```
! wB97M-V def2-TZVPD RIJCOSX def2/J DEFGRID3
* xyz 2 1
Bi 0.672 -1.138 -0.573
O -3.337 -0.588 -1.758
C -2.133 -0.585 -1.693
N -1.413 -0.895 -0.560
C -2.062 -1.756 0.421
C -1.509 -3.153 0.241
C -2.231 -4.306 0.496
C -1.651 -5.539 0.237
C -0.352 -5.600 -0.255
C 0.328 -4.421 -0.463
N -0.250 -3.234 -0.222
C -1.282 -0.321 -2.905
C -1.856 0.020 -4.115
C -1.035 0.120 -5.232
C 0.326 -0.123 -5.101
C 0.824 -0.460 -3.857
N 0.027 -0.562 -2.790
H -1.832 -1.410 1.429
H -3.140 -1.729 0.271
H -3.240 -4.230 0.877
H -2.214 -6.448 0.402
H 0.121 -6.546 -0.478
H 1.344 -4.412 -0.837
H -2.924 0.179 -4.162
H -1.454 0.372 -6.197
H 0.992 -0.063 -5.950
H 1.879 -0.661 -3.702
O 0.450 -0.728 1.727
S 0.568 0.388 2.783
C 2.161 1.181 2.526
C 2.415 2.397 3.144
C 3.668 2.970 3.001
C 4.652 2.333 2.255
C 4.392 1.110 1.657
C 3.144 0.521 1.807
C -0.520 1.694 2.213
C -0.407 2.190 0.924
C -1.330 3.113 0.468
C -2.350 3.544 1.311
C -2.431 3.074 2.613
C -1.513 2.139 3.073
H 1.651 2.895 3.728
H 3.881 3.916 3.480
H 5.632 2.780 2.159
H 5.162 0.600 1.093
H 2.950 -0.461 1.399
H 0.396 1.850 0.280
H -1.254 3.500 -0.540
H -3.085 4.248 0.947
H -3.216 3.422 3.269
H -1.576 1.753 4.083
I 2.132 2.378 -2.111
I 1.827 4.685 -0.813
*
```

Molecular formula: C24H20BrClF4IN3O4Ti
Method: DFT, ωB97M-V/def2-TZVPD

## Properties
Largest force on an atom   1.26 eV/A
Electronic energy   -5972.7611 hartree
Expectation value of S²   2.01
Orbital gap (spin up / spin down)   0.223 / 0.252 Eh

ORCA input file:
```
! wB97M-V def2-TZVPD RIJCOSX def2/J DEFGRID3
* xyz -2 3
Ti -0.436 0.133 -0.058
C -3.029 3.118 -0.595
N -1.836 2.696 -1.292
C -2.023 2.712 -2.726
C -0.667 3.461 -0.925
C -0.200 3.252 0.526
N -0.665 1.999 1.101
C -0.744 1.966 2.454
C -1.736 1.180 3.099
F -2.610 0.498 2.334
C -1.857 1.105 4.463
F -2.839 0.342 4.997
C -1.029 1.811 5.320
C -0.058 2.586 4.729
F 0.802 3.276 5.521
C 0.096 2.662 3.360
F 1.152 3.379 2.900
H -3.298 4.168 -0.830
H -2.882 3.019 0.479
H -3.862 2.477 -0.890
H -2.172 3.741 -3.112
H -2.890 2.107 -2.986
H -1.149 2.275 -3.209
H -0.830 4.544 -1.089
H 0.128 3.164 -1.606
H -0.567 4.081 1.144
H 0.893 3.357 0.511
H -1.131 1.735 6.393
O 1.342 -1.163 3.472
C 1.063 -0.727 2.367
O -0.081 -0.714 1.785
C 2.164 -0.128 1.500
C 3.518 -0.083 1.773
C 4.357 0.436 0.793
C 3.847 0.880 -0.421
C 2.477 0.800 -0.611
N 1.700 0.324 0.346
C 1.688 1.165 -1.857
O 2.254 1.719 -2.791
O 0.452 0.855 -1.758
H 3.882 -0.459 2.719
H 5.425 0.479 0.973
H 4.471 1.268 -1.214
Cl -2.925 -0.532 -2.268
C -2.582 -0.435 -0.449
H -2.852 -1.430 -0.103
H -3.334 0.271 -0.100
Br -1.867 -4.535 -3.823
C -0.315 -5.521 -3.295
C -0.210 -6.847 -3.702
C 0.909 -7.578 -3.328
C 1.902 -6.984 -2.557
C 1.770 -5.658 -2.158
C 0.659 -4.923 -2.538
I 0.418 -2.661 -1.035
H -0.994 -7.297 -4.298
H 1.000 -8.614 -3.637
H 2.773 -7.559 -2.260
H 2.531 -5.192 -1.538
*
```